[1]
C12H20MgN2O5Se3Te | wB97M-V/def2-TZVPD

The calculation puts the strongest force on any atom at 0.018 Eh/bohr. For the lowest unoccupied orbital energy, the calculation gives 4.39 eV. The calculation puts the HOMO-LUMO gap at 5.83 eV. Its charge is -2. The calculation puts the molar mass at 661.086 g mol⁻¹.

The geometry in XYZ format:
```
44
Properties=species:S:1:pos:R:3:lowdin_charge:R:1
Mg 0.46 0.23 0.55 0.26
O 3.74 2.21 1.80 0.01
C 2.89 1.35 1.53 -0.61
O 1.63 1.56 1.40 -0.10
C 3.36 -0.11 1.37 -0.09
C 2.43 -1.09 2.12 -0.25
C 3.13 -2.42 2.38 -0.10
C 3.19 -3.01 0.95 -0.09
C 2.45 -1.95 0.13 -0.26
O 1.48 -1.47 1.09 -0.24
C 3.32 -0.70 -0.08 -0.10
C 2.72 0.19 -1.19 -0.61
O 3.48 0.70 -2.00 0.01
O 1.44 0.30 -1.18 -0.10
H 4.37 -0.16 1.77 0.14
H 1.88 -0.67 2.95 0.14
H 4.11 -2.29 2.84 0.11
H 2.50 -3.04 3.02 0.09
H 4.21 -3.16 0.58 0.11
H 2.66 -3.96 0.90 0.11
H 1.91 -2.31 -0.74 0.13
H 4.33 -0.96 -0.41 0.14
Se -1.19 -0.19 2.63 -0.10
Se -0.81 -4.10 2.74 -0.41
Te -2.04 -2.31 1.59 0.06
Se -1.19 -2.26 -0.74 -0.12
C -3.86 2.70 -0.63 -0.06
C -3.35 1.54 -1.49 -0.64
C -4.48 0.56 -1.77 -0.05
C -2.79 2.08 -2.82 -0.05
N -2.37 0.79 -0.71 -0.10
N -1.16 1.45 -0.40 -0.02
H -4.71 3.19 -1.12 0.07
H -3.09 3.46 -0.47 0.07
H -4.18 2.32 0.34 0.09
H -5.33 1.08 -2.22 0.07
H -4.80 0.10 -0.84 0.09
H -4.15 -0.23 -2.44 0.08
H -3.59 2.55 -3.41 0.07
H -2.36 1.26 -3.40 0.09
H -2.02 2.83 -2.65 0.07
H -2.14 -0.11 -1.13 -0.06
H -1.33 2.10 0.36 0.08
H -0.74 1.93 -1.19 0.09
```

[2]
C3H8N4 | wB97M-V/def2-TZVPD

The calculation puts the strongest force on any atom at 0.098 Eh/bohr. For the lowest unoccupied orbital energy (alpha / beta), the calculation gives 1.03 / 1.03 eV. The calculation puts the HOMO-LUMO gap (alpha / beta) at 8.89 / 8.88 eV. The calculation puts the molar mass at 100.125 g mol⁻¹.

The geometry in XYZ format:
```
15
Properties=species:S:1:pos:R:3:lowdin_charge:R:1
C -0.17 -0.66 0.14 -0.41
C -0.45 0.78 0.77 -0.02
C -1.31 -1.27 -0.49 -0.08
N 0.81 -1.44 0.22 0.02
N 2.04 -1.07 0.56 -0.03
N 1.83 0.69 -0.78 0.04
N 2.57 -0.05 -0.03 -0.14
H -1.43 0.92 1.31 0.10
H -0.40 1.44 -0.07 0.06
H 0.29 1.05 1.36 -0.01
H -1.43 -2.09 0.23 0.10
H -0.99 -1.81 -1.50 0.13
H -2.17 -0.70 -0.83 0.07
H 2.39 1.26 -1.34 0.02
H 3.57 0.01 0.00 0.15
```

[3]
C19H24NO3Os | wB97M-V/def2-TZVPD

The calculation puts the strongest force on any atom at 0.101 Eh/bohr. For the lowest unoccupied orbital energy (alpha / beta), the calculation gives 2.66 / 2.50 eV. As for the multiplicity: 5. The calculation puts the HOMO-LUMO gap (alpha / beta) at 3.87 / 5.90 eV. Its charge is -1. The calculation puts the molar mass at 504.635 g mol⁻¹.

The geometry in XYZ format:
```
48
Properties=species:S:1:pos:R:3:mulliken_spin:R:1
Os -0.34 -1.10 0.57 1.47
C -1.97 -0.22 2.42 0.28
C -1.81 1.04 1.80 0.14
C -2.05 0.91 0.41 0.32
H -1.57 1.97 2.30 0.00
C -2.38 -0.46 0.14 0.01
C -2.35 -1.17 1.41 0.06
H -2.73 -2.17 1.60 -0.02
H -1.91 -0.44 3.48 0.00
H -2.11 1.70 -0.32 0.01
H -2.80 -0.82 -0.80 -0.01
C 1.21 -2.51 0.36 0.09
C -0.01 -3.17 0.67 0.09
C -0.94 -2.88 -0.36 0.05
H -0.20 -3.79 1.54 0.00
C -0.30 -2.02 -1.30 0.04
C 1.04 -1.80 -0.86 0.11
H 1.78 -1.21 -1.37 0.01
H 2.13 -2.58 0.92 0.02
H -1.96 -3.25 -0.43 0.00
H -0.74 -1.64 -2.22 0.01
O 0.26 1.21 -0.05 0.23
C -0.33 1.38 -3.93 0.80
C 0.09 2.38 -2.82 -0.08
C -1.73 0.93 -3.71 -0.09
C 0.78 0.44 -4.24 -0.04
C 0.46 2.13 -1.08 0.11
H -0.71 3.14 -2.71 0.02
H 1.08 2.77 -3.12 0.02
H 1.56 2.29 -1.06 0.03
H -0.06 3.01 -0.66 0.00
H -2.47 0.97 -4.55 0.04
H -2.13 1.57 -2.90 0.01
H -1.65 -0.12 -3.36 0.06
H 1.26 0.48 -5.24 0.04
H 0.41 -0.58 -4.04 0.03
H 1.56 0.71 -3.50 0.01
O 0.34 -1.77 3.64 0.00
C 1.07 -0.84 3.33 -0.02
C 2.12 -0.19 4.24 0.00
C 2.59 0.99 3.46 0.01
C 1.85 0.94 2.15 0.00
O 2.06 1.85 1.33 0.01
N 1.02 -0.19 2.11 0.12
H 1.65 0.10 5.19 0.00
H 2.94 -0.90 4.41 0.00
H 2.33 1.95 3.94 0.00
H 3.66 0.97 3.23 0.00
```

[4]
C4H9NO | wB97M-V/def2-TZVPD

The calculation puts the strongest force on any atom at 0.039 Eh/bohr. For the lowest unoccupied orbital energy, the calculation gives 0.88 eV. As for the SMILES: CCN(C)C=O. The calculation puts the HOMO-LUMO gap at 10.20 eV. The calculation puts the molar mass at 87.122 g mol⁻¹.

The geometry in XYZ format:
```
15
Properties=species:S:1:pos:R:3:lowdin_charge:R:1
C -0.48 0.33 -1.89 -0.08
C 0.51 -0.21 -0.85 -0.18
N 0.00 -0.03 0.55 -0.17
C 0.91 0.41 1.57 -0.09
C -1.15 -0.65 0.92 -0.35
O -1.88 -1.25 0.16 0.02
H -1.12 1.06 -1.40 0.08
H 0.07 0.79 -2.70 0.07
H -1.13 -0.47 -2.24 0.07
H 0.62 -1.29 -0.92 0.12
H 1.49 0.25 -0.82 0.11
H 1.75 -0.27 1.72 0.09
H 1.35 1.39 1.39 0.09
H 0.39 0.50 2.52 0.08
H -1.32 -0.56 1.99 0.13
```

[5]
C18H20N2O2S | wB97M-V/def2-TZVPD

The calculation puts the strongest force on any atom at 0.013 Eh/bohr. For the lowest unoccupied orbital energy, the calculation gives 0.60 eV. As for the SMILES: COc1cc(NC(=S)N2CCc3ccccc3C2)cc(OC)c1. The calculation puts the HOMO-LUMO gap at 8.45 eV. The calculation puts the molar mass at 328.437 g mol⁻¹.

The geometry in XYZ format:
```
43
Properties=species:S:1:pos:R:3:lowdin_charge:R:1
C 3.39 1.31 2.87 -0.09
O 2.36 0.48 2.39 -0.08
C 2.44 0.01 1.11 -0.26
C 1.41 -0.85 0.74 0.03
C 1.38 -1.37 -0.54 -0.25
N 0.37 -2.24 -0.96 0.04
C -0.82 -2.50 -0.33 -0.84
S -1.35 -4.07 -0.25 0.65
N -1.54 -1.47 0.15 -0.10
C -2.74 -1.79 0.91 -0.20
C -3.35 -0.53 1.52 -0.11
C -3.65 0.42 0.42 -0.19
C -4.87 1.08 0.26 -0.03
C -5.06 1.92 -0.82 -0.08
C -4.06 2.09 -1.76 -0.08
C -2.85 1.43 -1.61 -0.03
C -2.64 0.60 -0.52 -0.15
C -1.34 -0.10 -0.28 -0.08
C 2.39 -1.06 -1.44 0.05
C 3.42 -0.21 -1.06 -0.27
O 4.36 0.03 -2.02 -0.08
C 5.45 0.88 -1.71 -0.09
C 3.44 0.34 0.21 0.03
H 3.14 1.53 3.91 0.09
H 3.44 2.25 2.31 0.10
H 4.36 0.81 2.84 0.10
H 0.68 -1.13 1.48 0.13
H 0.68 -3.01 -1.54 0.12
H -2.48 -2.52 1.68 0.10
H -3.48 -2.27 0.25 0.12
H -4.25 -0.80 2.08 0.12
H -2.64 -0.09 2.22 0.13
H -5.65 0.93 0.99 0.11
H -6.01 2.43 -0.94 0.10
H -4.22 2.74 -2.61 0.10
H -2.06 1.57 -2.34 0.11
H -0.77 0.45 0.48 0.13
H -0.74 -0.11 -1.19 0.13
H 2.40 -1.47 -2.44 0.13
H 5.11 1.89 -1.47 0.10
H 6.04 0.48 -0.88 0.10
H 6.06 0.91 -2.61 0.09
H 4.24 1.01 0.51 0.09
```

[6]
C3H9NP2 | wB97M-V/def2-TZVPD

The calculation puts the strongest force on any atom at 0.103 Eh/bohr. For the lowest unoccupied orbital energy (alpha / beta), the calculation gives -0.17 / -1.19 eV. The calculation puts the HOMO-LUMO gap (alpha / beta) at 8.34 / 5.44 eV. The calculation puts the molar mass at 121.060 g mol⁻¹.

The geometry in XYZ format:
```
15
Properties=species:S:1:pos:R:3:lowdin_charge:R:1
C -0.99 2.18 -0.12 -0.06
C -1.36 -1.38 -0.58 -0.17
C 1.60 -1.22 -0.11 -0.65
N 0.15 1.02 -0.11 -0.39
P 2.52 0.31 -0.14 0.79
P -0.16 -0.45 0.15 0.51
H -1.77 1.93 0.52 0.04
H -1.28 2.27 -1.11 0.03
H -2.17 -0.96 -1.04 -0.04
H -1.62 -2.28 -0.03 0.01
H 1.79 -1.90 -0.97 0.05
H 1.73 -1.78 0.80 0.01
H -0.34 2.91 0.18 0.03
H 2.42 0.41 1.20 -0.17
H -0.52 -1.07 1.36 0.01
```

[7]
C8H14ClN5 | wB97M-V/def2-TZVPD

The calculation puts the strongest force on any atom at 0.100 Eh/bohr. For the lowest unoccupied orbital energy, the calculation gives 0.03 eV. As for the SMILES: CCN(Cl)N(c1ncncn1)C(C)C. The calculation puts the HOMO-LUMO gap at 9.46 eV. The calculation puts the molar mass at 215.688 g mol⁻¹.

The geometry in XYZ format:
```
28
Properties=species:S:1:pos:R:3:lowdin_charge:R:1
C -0.56 -0.25 2.83 -0.16
C -0.88 -1.25 1.83 -0.41
N 0.15 -1.26 0.80 -0.33
Cl -0.04 -2.73 -0.35 0.52
N 0.16 -0.02 -0.08 -0.05
C -0.95 0.27 -0.87 -0.34
N -0.78 1.31 -1.75 0.14
C -1.79 1.49 -2.53 -0.28
N -2.88 0.80 -2.65 0.10
C -2.88 -0.21 -1.78 -0.22
N -2.04 -0.50 -0.85 0.11
C 1.46 0.66 -0.35 -0.40
C 2.19 -0.15 -1.38 -0.09
C 2.37 0.70 0.89 -0.07
H -0.46 0.84 2.41 0.10
H -1.45 -0.23 3.64 0.12
H 0.41 -0.52 3.43 0.10
H -0.89 -2.35 2.26 0.14
H -1.90 -0.93 1.45 0.11
H -1.74 2.52 -3.09 0.15
H -3.76 -0.88 -1.64 0.13
H 1.08 1.62 -0.67 0.12
H 2.54 -1.12 -0.94 0.09
H 1.70 -0.32 -2.43 0.12
H 3.07 0.27 -1.62 0.02
H 2.28 -0.30 1.33 0.05
H 2.07 1.54 1.63 0.09
H 3.51 1.00 0.50 0.14
```

[8]
C4H8ClO12S2Ti | wB97M-V/def2-TZVPD

The calculation puts the strongest force on any atom at 0.043 Eh/bohr. For the lowest unoccupied orbital energy (alpha / beta), the calculation gives -0.44 / -0.44 eV. As for the multiplicity: 4. The calculation puts the HOMO-LUMO gap (alpha / beta) at 5.19 / 9.28 eV. The calculation puts the molar mass at 395.550 g mol⁻¹.

The geometry in XYZ format:
```
28
Properties=species:S:1:pos:R:3:mulliken_spin:R:1
Ti -1.30 -9.55 27.75 3.04
Cl -4.09 -11.11 28.27 -0.01
O -3.59 -10.71 26.97 0.01
O -4.75 -12.38 28.16 0.00
O -2.94 -11.23 29.17 0.00
O -4.95 -10.06 28.73 0.00
C -0.13 -12.79 26.29 0.01
C 1.39 -12.73 26.08 0.00
O 1.90 -12.07 27.24 0.00
S 0.75 -11.70 28.32 -0.01
O 0.84 -10.36 28.86 0.00
O 0.60 -12.82 29.20 0.00
O -0.41 -11.74 27.19 -0.02
H -0.49 -13.69 26.80 0.00
H -0.70 -12.87 25.36 0.00
H 1.81 -12.19 25.23 0.00
H 1.83 -13.73 26.01 0.00
C -0.22 -10.34 22.19 0.00
C -1.35 -11.31 22.58 0.00
O -2.12 -10.69 23.61 0.00
S -1.48 -9.28 24.13 0.00
O -1.05 -9.44 25.50 -0.02
O -2.32 -8.20 23.76 0.00
O -0.17 -9.32 23.17 0.00
H -0.41 -9.93 21.20 0.00
H 0.74 -10.85 22.20 0.00
H -0.96 -12.28 22.88 0.00
H -2.05 -11.45 21.76 0.00
```

Among the records above, which one has the highest strongest force on any atom?
C3H9NP2

Among the records above, which one has the highest strongest force on any atom?
C3H9NP2